Molecular formula: C4H14N3
Method: DFT, the ωB97M-V functional and the def2-TZVPD basis

Calculated values
- Total energy: -324.7395 a.u.
- HOMO level: -13.59 eV
- ΔE to the lowest compared entry with this formula, charge and spin: 78.68 kcal/mol

```
! wB97M-V def2-TZVPD RIJCOSX def2/J DEFGRID3
* xyz 1 1
C 1.05753 -0.82070 1.22789
C 0.83060 1.59071 0.86173
C -1.56338 -1.25145 -0.07115
C 0.29382 0.24864 0.52023
N 1.00397 -0.44239 -1.55684
N -0.93081 0.02110 0.11753
N -1.73801 1.01399 -0.41493
H 2.13661 -0.53411 1.02582
H 0.98529 -1.67028 0.59102
H 0.84353 -0.84268 2.24227
H -0.00173 2.14865 1.27130
H 1.76995 1.68154 1.35709
H 0.90216 2.07557 -0.09304
H -1.86858 -1.31301 -1.17093
H -0.81236 -2.05909 0.07430
H -2.42058 -1.23931 0.64532
H 0.36118 -1.09580 -1.88222
H 1.94752 -0.87359 -1.93008
H -2.65979 1.31976 -0.08961
H -1.09874 1.79570 -0.49429
H 0.96180 0.24675 -2.23141
*
```

How positive or negative is each atom? The Löwdin charges in e answer that:
1. C 0.00
2. C 0.01
3. C -0.01
4. C -0.32
5. N 0.09
6. N -0.22
7. N 0.12
8. H 0.12
9. H 0.06
10. H 0.09
11. H 0.11
12. H 0.10
13. H 0.09
14. H 0.13
15. H 0.10
16. H 0.13
17. H 0.02
18. H 0.14
19. H 0.14
20. H 0.08
21. H 0.03